1.
Density functional theory data (the ωB97M-V functional and the def2-TZVPD basis) for a 2-piece molecular cluster, C2H4INS overall in a non-equilibrium geometry.

```
9
Properties=species:S:1:pos:R:3:forces:R:3
C 0.743247 -0.088077 0.719904 -1.2754 -1.8048 1.6805
C -0.228997 -1.074443 1.153938 -1.8811 1.0391 -2.3020
N 1.440894 0.701080 0.314536 1.7432 1.6817 -0.8150
S -1.731212 0.727033 -1.510213 -0.2727 -0.6186 0.2217
I -0.083153 2.127124 -2.205644 0.3567 1.1676 -0.6698
H -0.097336 -1.936263 0.519589 -0.2542 -0.2157 -0.6194
H -1.226633 -0.565082 0.917719 1.1874 -1.0257 0.2817
H -0.275101 -1.500761 2.104554 0.6282 0.2004 1.9596
H 1.458291 1.609390 -2.014384 -0.2320 -0.4241 0.2627
```
Positions in Å, forces in eV/Å.

Computed properties:
Gap between HOMO and LUMO, eV: 7.8488
Maximum force, Eh/bohr: 0.0612
LUMO, Ha: -0.0164
Energy above the lowest of the compared OMol25 structures with the same formula, charge and spin, kJ/mol: 207.0
Charge: 0
E, eV: -22562.1582

=====

2.
Density functional theory data (the ωB97M-V functional and the def2-TZVPD basis) for an isolated molecule of C2H4INS in a non-equilibrium geometry.

```
9
Properties=species:S:1:pos:R:3:forces:R:3
C 0.319387 1.072454 -0.538112 0.4911 -0.1717 1.1492
C 1.126343 0.178064 0.293766 -0.3375 -0.5500 -1.8128
N -1.607713 -1.563122 0.094490 -0.3435 -0.2329 -2.0136
S 1.379339 -1.385043 -0.223091 -0.7192 0.7168 0.1918
I -2.041486 0.313062 -0.062909 0.8063 -0.7704 0.9283
H 0.254809 2.132341 -0.128151 -0.0106 -1.2714 -1.2722
H 0.130227 0.737291 -1.612769 0.7092 0.9931 1.6215
H 1.597303 0.410016 1.254093 -0.6992 0.6141 -0.2285
H -1.158207 -1.895064 0.922681 0.1033 0.6725 1.4364
```
Positions in Å, forces in eV/Å.

Computed properties:
Gap between HOMO and LUMO (alpha / beta), eV: 6.9169 / 6.9998
Maximum force, Eh/bohr: 0.0400
LUMO (alpha / beta), Ha: -0.0528 / -0.0569
Energy above the lowest of the compared OMol25 structures with the same formula, charge and spin, kJ/mol: 405.1
Charge: 0
E, eV: -22560.1057

=====

3.
Density functional theory data (the ωB97M-V functional and the def2-TZVPD basis) for C2H4InO3 as an isolated structure in a non-equilibrium geometry.

```
10
Properties=species:S:1:pos:R:3:forces:R:3
C 2.072835 -1.160626 1.044785 1.2045 0.0894 0.8895
O 0.876130 -1.130839 1.297362 1.8681 -2.0773 0.6557
H 2.671210 -0.233105 1.029420 -0.2032 -0.1874 -0.3741
H 2.601196 -2.126280 0.977615 -0.3370 0.1786 -0.1501
O -0.315344 1.341979 -0.561405 0.8673 1.6185 -1.4656
C -1.560628 0.942839 -1.074243 -1.6071 1.9443 -2.6207
O -2.094855 -0.071904 -0.269987 -2.2769 -0.8126 -0.9200
In -0.557011 0.044599 0.779348 0.0373 -0.2163 3.2000
H -1.439202 0.577850 -2.120983 0.0497 -0.0019 0.6467
H -2.254331 1.815487 -1.101911 0.3973 -0.5353 0.1385
```
Positions in Å, forces in eV/Å.

Computed properties:
Gap between HOMO and LUMO, eV: 7.5101
Maximum force, Eh/bohr: 0.0707
LUMO, Ha: -0.2392
Energy above the lowest of the compared OMol25 structures with the same formula, charge and spin, kJ/mol: 0.0
Charge: +1
E, eV: -13443.6315

=====

4.
Density functional theory data (the ωB97M-V functional and the def2-TZVPD basis) for C2H4KMgO2 as an isolated structure in a non-equilibrium geometry.

```
10
Properties=species:S:1:pos:R:3:forces:R:3
O -1.251444 1.850300 0.191927 0.6118 0.9861 -0.0563
C 0.317353 -1.056979 0.527471 1.0898 -1.1721 0.9418
C 0.890318 -0.986424 -0.823948 -1.9868 0.2132 -0.9167
O 1.242063 0.092525 0.051859 0.7247 -1.6156 0.9534
K -3.963329 3.404597 0.435386 0.8896 -0.5234 -0.0846
Mg 0.569315 1.945992 0.032881 -2.0124 -0.3054 0.2316
H -0.393700 -0.798890 1.313422 -1.4127 1.2968 -1.9300
H 0.607233 -2.001049 0.999591 2.1285 0.4885 0.4099
H 0.229642 -0.831302 -1.679947 0.3363 0.6985 0.1448
H 1.752549 -1.618769 -1.048641 -0.3690 -0.0666 0.3062
```
Positions in Å, forces in eV/Å.

Computed properties:
Gap between HOMO and LUMO (alpha / beta), eV: 6.7034 / 6.7039
Maximum force, Eh/bohr: 0.0529
LUMO (alpha / beta), Ha: -0.1421 / -0.1421
Charge: +1
E, eV: -27994.5200

=====

What is the formula in the third record?
C2H4InO3

=====

Repeat the third record exactly.
Density functional theory data (the ωB97M-V functional and the def2-TZVPD basis) for C2H4InO3 as an isolated structure in a non-equilibrium geometry.

```
10
Properties=species:S:1:pos:R:3:forces:R:3
C 2.072835 -1.160626 1.044785 1.2045 0.0894 0.8895
O 0.876130 -1.130839 1.297362 1.8681 -2.0773 0.6557
H 2.671210 -0.233105 1.029420 -0.2032 -0.1874 -0.3741
H 2.601196 -2.126280 0.977615 -0.3370 0.1786 -0.1501
O -0.315344 1.341979 -0.561405 0.8673 1.6185 -1.4656
C -1.560628 0.942839 -1.074243 -1.6071 1.9443 -2.6207
O -2.094855 -0.071904 -0.269987 -2.2769 -0.8126 -0.9200
In -0.557011 0.044599 0.779348 0.0373 -0.2163 3.2000
H -1.439202 0.577850 -2.120983 0.0497 -0.0019 0.6467
H -2.254331 1.815487 -1.101911 0.3973 -0.5353 0.1385
```
Positions in Å, forces in eV/Å.

Computed properties:
Gap between HOMO and LUMO, eV: 7.5101
Maximum force, Eh/bohr: 0.0707
LUMO, Ha: -0.2392
Energy above the lowest of the compared OMol25 structures with the same formula, charge and spin, kJ/mol: 0.0
Charge: +1
E, eV: -13443.6315